No. 1
Entry from OMol25: 19 unconnected molecules or ions with the total composition C19H76O19 (the ωB97M-V functional and the def2-TZVPD basis).

Computed properties:
**Molecular weight**: 608.798 g mol⁻¹
**Relative energy (zero: lowest compared OMol25 entry of this formula, charge and spin)**: 20.3 kcal per mole
**Total charge**: 0
**F_max**: 2.34 eV/A
**LUMO**: 0.259 eV
**Orbital gap**: 9.613 eV
**HOMO energy**: -9.35 eV

The geometry in XYZ format:
```
114
Properties=species:S:1:pos:R:3:forces:R:3
C -4.16502 -22.70925 2.52135 0.5 -0.1 0.2
O -5.23629 -23.51211 2.04801 -0.4 0.0 0.3
H -3.34067 -23.38106 2.80755 0.2 0.4 -0.3
H -3.84628 -21.98863 1.73408 -0.3 -0.8 0.6
H -4.42040 -22.15949 3.43380 -0.2 0.2 -0.2
H -5.58738 -24.00885 2.80719 0.2 0.3 -0.5
C -6.58476 -21.39621 -1.48001 0.1 -1.0 -0.9
O -7.65453 -20.47788 -1.57648 -0.4 0.0 0.7
H -6.10792 -21.52200 -2.45735 -0.1 0.3 0.1
H -5.84640 -21.10977 -0.76208 0.6 0.4 0.5
H -6.91911 -22.39808 -1.21707 -0.2 -0.1 0.1
H -8.16675 -20.62593 -0.76397 0.0 0.3 -0.5
C -5.84972 -24.42411 -5.24623 0.0 -0.3 0.0
O -5.55406 -24.81529 -3.89263 0.0 0.2 -0.2
H -5.75104 -23.35453 -5.39817 0.1 0.2 0.3
H -5.20059 -24.91772 -5.95826 0.3 -0.1 0.0
H -6.85671 -24.71696 -5.51966 -0.3 0.0 0.1
H -4.88348 -25.53583 -3.92350 -0.1 0.4 -0.1
C -0.26588 -27.76618 -4.94801 -0.2 -0.8 -0.2
O -0.92507 -26.64866 -4.40163 0.3 0.0 0.0
H 0.10251 -28.48669 -4.22724 0.1 0.1 0.8
H -1.01792 -28.35797 -5.49141 0.3 0.4 -0.3
H 0.61592 -27.54125 -5.55463 -0.4 0.3 -0.3
H -0.32655 -25.90747 -4.14796 -0.1 -0.3 -0.1
C -1.73221 -18.48265 -4.33019 0.8 -1.0 -0.2
O -2.56520 -17.57446 -4.93762 -0.2 1.2 -0.8
H -1.95643 -19.48433 -4.69212 -0.1 -0.6 0.1
H -0.68622 -18.32933 -4.62508 -0.2 0.4 0.2
H -1.79901 -18.48490 -3.25002 0.1 0.1 0.4
H -3.46218 -17.64143 -4.56982 0.2 0.0 0.2
C -3.73990 -20.13678 -6.96187 -0.5 0.6 -1.4
O -3.63495 -21.49305 -6.58268 -0.3 0.3 0.1
H -3.50786 -19.98786 -8.06556 -0.3 -0.2 1.1
H -4.80362 -19.86095 -6.83724 0.5 0.1 0.0
H -3.10208 -19.41639 -6.42743 -0.2 -0.4 0.1
H -2.78139 -21.79112 -6.90777 0.4 -0.2 0.0
C -5.58424 -18.75438 -3.42138 -1.9 0.1 -1.4
O -4.93265 -17.53681 -3.77821 -0.2 0.2 0.4
H -5.74135 -19.34152 -4.35086 0.3 -0.1 0.6
H -5.01182 -19.29619 -2.69744 0.5 -0.1 0.3
H -6.61799 -18.59186 -3.03065 0.9 0.1 0.0
H -5.46396 -17.07117 -4.43407 -0.1 -0.1 0.1
C -8.14941 -27.74716 -4.16215 0.9 -0.9 0.9
O -9.04463 -28.18932 -5.17381 0.1 -0.1 0.7
H -7.51946 -26.95005 -4.49268 0.1 0.7 -0.8
H -8.62612 -27.36608 -3.25019 -0.2 -0.2 -0.2
H -7.39881 -28.53574 -3.85875 -0.9 0.4 -0.2
H -9.54645 -28.91177 -4.76745 0.1 0.3 -0.4
C 0.72260 -22.68223 0.99952 -1.1 0.1 0.0
O 2.03441 -22.68057 1.47328 0.9 0.7 0.8
H -0.00428 -22.97373 1.77230 0.1 0.1 0.0
H 0.37069 -21.73373 0.55476 0.3 -0.2 0.2
H 0.67414 -23.44748 0.23797 0.0 -0.2 -0.3
H 2.14175 -22.04235 2.20717 -0.2 -0.5 -0.7
C 1.10780 -20.53990 -2.78903 1.1 0.5 0.7
O 0.70835 -19.34951 -2.11023 -0.6 -0.9 0.1
H 1.65902 -21.23128 -2.10309 -0.3 0.4 -0.5
H 0.35364 -21.10723 -3.31928 -0.8 0.0 0.2
H 1.78249 -20.17731 -3.56000 0.3 -0.2 0.0
H 0.08855 -19.58574 -1.38739 0.3 0.1 -0.4
C -6.26082 -25.87045 -0.83542 -1.4 0.4 -1.2
O -7.29433 -25.04382 -1.47277 0.9 -0.8 0.2
H -5.46228 -25.21382 -0.53851 0.4 0.0 0.6
H -6.73478 -26.42736 -0.03015 0.1 0.4 0.3
H -5.89429 -26.62742 -1.53563 0.1 0.1 -0.1
H -6.90836 -24.80243 -2.33403 -0.1 -0.1 0.2
C -4.71952 -16.96624 -0.18795 0.6 0.5 0.5
O -5.97195 -16.85117 0.47448 0.2 -0.1 0.0
H -4.08773 -16.13713 0.18249 -0.4 -0.3 -0.2
H -4.17620 -17.89598 0.06903 -0.4 0.2 -0.2
H -4.81393 -16.85317 -1.26703 0.0 -0.1 -0.1
H -6.55547 -17.52039 0.11164 -0.1 -0.1 0.0
C -3.07645 -22.24334 -3.57056 -0.3 -1.0 0.0
O -3.75476 -23.06853 -2.61734 -0.2 -0.1 -0.1
H -3.72378 -21.46737 -3.98962 0.1 0.0 0.1
H -2.28000 -21.82841 -2.96897 0.5 0.4 -0.4
H -2.69945 -22.86320 -4.42182 -0.1 0.6 0.6
H -4.37647 -23.66189 -3.07701 -0.2 0.0 0.0
C -2.42307 -20.35485 -0.05937 -0.4 0.9 0.0
O -1.17371 -19.63777 0.00312 -0.4 -0.5 0.0
H -2.85600 -20.35825 -1.06070 0.5 -0.4 -0.3
H -2.29919 -21.35095 0.34227 0.2 -0.2 -0.2
H -3.20357 -19.83347 0.49890 0.2 -0.1 0.5
H -1.36393 -18.71248 0.16530 0.0 0.2 0.0
C -2.55479 -25.09529 0.35779 0.4 0.6 -0.5
O -2.52488 -23.75652 -0.11148 0.5 0.3 0.5
H -1.64785 -25.18372 0.96815 -0.2 -0.5 -0.2
H -3.42093 -25.22413 0.98945 -0.4 -0.4 0.2
H -2.56383 -25.79429 -0.49767 0.1 0.0 0.5
H -2.97219 -23.66243 -0.95012 -0.6 0.1 -0.6
C -4.05835 -27.86285 -4.46428 0.3 -0.1 -0.5
O -3.56999 -26.55124 -4.09494 -0.4 -1.7 -0.2
H -3.43533 -28.72356 -4.13871 0.0 0.8 0.2
H -5.03950 -28.00012 -4.03943 -0.3 0.0 0.2
H -4.14874 -27.96130 -5.55875 0.0 0.2 0.2
H -2.61297 -26.60757 -4.26346 0.4 0.6 0.1
C -5.00716 -24.09659 -9.09249 0.0 -0.8 0.5
O -5.51054 -25.33649 -8.48232 0.5 1.0 -1.1
H -3.98724 -24.24523 -9.49178 -0.3 0.0 0.2
H -5.66878 -23.81008 -9.92738 0.2 0.2 0.5
H -4.94777 -23.35723 -8.28348 -0.2 0.0 -0.4
H -5.68778 -25.88398 -9.25720 -0.1 -0.3 0.4
C -0.64712 -24.40149 -2.30865 -0.2 1.4 0.9
O 0.22122 -24.48778 -3.40244 0.8 -0.3 -1.5
H -0.51110 -25.21858 -1.62294 0.0 -0.4 0.4
H -0.44667 -23.44684 -1.77252 -0.4 -0.6 -0.2
H -1.67754 -24.39681 -2.68644 0.4 0.0 0.1
H 1.15549 -24.46981 -3.16465 -0.3 0.1 0.3
C -0.17453 -22.14156 -6.15444 0.8 -0.8 -1.5
O -1.07214 -21.93075 -7.26005 -0.3 0.0 0.5
H 0.25040 -23.15287 -6.25248 0.0 0.2 0.1
H 0.63884 -21.42061 -6.20073 0.0 0.1 0.3
H -0.69024 -22.13475 -5.21405 -0.5 0.4 0.2
H -0.63165 -21.70720 -8.08506 0.3 -0.1 0.3
```
Positions in Å, forces in eV/Å.

=====

No. 2
Entry from OMol25: 25 unconnected molecules or ions with the total composition C19H79F5N3O26 (the ωB97M-V functional and the def2-TZVPD basis).

Computed properties:
**Molecular weight**: 860.826 g mol⁻¹
**Total charge**: +1
**F_max**: 7.43 eV/A
**LUMO**: -3.648 eV
**Orbital gap**: 7.979 eV
**HOMO energy**: -11.63 eV

The geometry in XYZ format:
```
132
Properties=species:S:1:pos:R:3:forces:R:3
C -1.46911 2.00146 2.96898 -1.2 0.7 -0.2
C -2.98565 2.59366 2.58888 -0.1 -0.9 1.3
C -3.86964 1.40733 1.86950 0.6 -0.4 0.0
C -3.56637 1.21800 0.25900 -0.8 -0.5 0.3
C -3.79575 2.56819 -0.64192 0.3 0.2 -0.1
C -2.46241 3.12377 -1.41725 1.0 0.2 0.5
C -1.63435 1.97022 -2.26380 -0.5 -0.2 0.2
C -2.56739 1.06338 -3.26186 -0.1 0.7 -0.5
C -1.74299 0.23542 -4.41759 -0.4 -0.4 -0.4
C -1.45437 -1.34568 -4.04766 -1.2 -0.9 0.6
C -0.39147 -1.57587 -2.82008 2.6 2.8 0.2
C 0.76001 -0.43166 -2.58690 -2.1 -5.0 2.0
N 1.52266 -0.91634 -1.37378 -4.4 -3.3 -2.9
C 2.65888 -0.09493 -0.80573 -0.7 1.9 1.0
O 2.69389 -0.32585 0.67539 1.1 -0.5 -3.1
N 1.58195 0.24660 1.23689 -1.6 -3.3 4.3
O 1.27107 -0.47036 2.19961 0.9 3.4 -3.5
C 0.91147 -2.24026 -0.97156 0.1 1.4 -1.0
N -0.27264 -2.70144 -1.80856 4.3 6.1 -0.4
C -1.11990 -3.95086 -1.71041 -0.4 -2.4 1.1
C -1.05579 -4.62057 -0.18166 -0.9 0.2 -0.2
C 0.11291 -5.78159 -0.04127 -1.3 -0.4 0.0
C 0.94952 -5.73355 1.36753 -1.2 -2.1 0.4
F 0.14544 -5.16142 2.47424 2.7 -1.6 -3.3
F 1.21684 -7.16903 1.75204 -0.7 4.5 -1.0
C 2.41575 -5.00561 1.28384 2.8 0.0 2.2
F 2.42140 -3.72944 2.09279 0.1 -4.1 -3.5
F 2.95237 -4.82474 -0.08482 -2.0 -0.2 4.8
F 3.40225 -5.90210 1.99528 -3.0 3.2 -2.5
H -0.87723 1.96819 1.95891 -0.7 -0.1 2.0
H -0.99888 2.71920 3.78043 -0.7 -1.6 -2.0
H -1.62164 0.92924 3.45345 0.5 2.3 -1.3
H -3.47916 2.83618 3.64826 0.9 -0.5 -2.4
H -2.94719 3.59335 1.98040 0.0 -2.0 1.0
H -3.52679 0.38825 2.38830 -0.9 2.2 -1.0
H -5.01626 1.52272 2.07668 2.2 0.0 -0.5
H -2.50521 0.73264 0.17178 -1.8 1.1 0.0
H -4.34254 0.40638 -0.13951 1.7 1.6 0.9
H -4.14798 3.43256 0.09676 0.5 -2.0 -1.9
H -4.59834 2.32873 -1.47684 1.4 0.7 1.9
H -2.67881 4.10098 -2.06795 0.3 -2.6 1.4
H -1.70786 3.49519 -0.57006 -1.5 -0.8 -1.7
H -1.16569 1.24973 -1.46881 -0.6 1.4 -1.5
H -0.79180 2.48724 -2.90755 -1.6 -1.0 1.3
H -3.26786 1.83162 -3.84836 1.4 -1.7 1.2
H -3.27833 0.31011 -2.70414 1.6 1.7 -1.0
H -0.73166 0.72582 -4.74452 -1.9 -0.7 0.7
H -2.45519 0.21582 -5.37538 1.9 -0.2 2.1
H -2.51232 -1.79718 -3.72884 2.3 0.9 -0.5
H -1.13033 -1.96486 -4.99971 -0.3 1.4 2.0
H 1.01898 0.55914 -3.15606 -0.8 -2.2 1.4
H 3.69679 -0.25521 -1.32192 -2.2 -0.2 1.3
H 2.33045 1.04666 -0.91918 0.7 -2.7 -0.2
H 1.39742 -2.77974 -0.05398 -1.4 1.1 -2.1
H -0.73329 -4.81923 -2.42964 -0.6 2.4 1.3
H -2.25600 -3.79507 -2.00011 2.7 0.3 0.5
H -0.98744 -3.78497 0.63470 -0.1 -1.6 -1.5
H -2.11240 -5.15392 -0.02560 2.4 1.3 -0.3
H 0.76652 -5.78177 -1.01179 -0.7 0.0 2.2
H -0.47518 -6.82049 -0.04147 1.6 2.2 0.2
O -0.02896 3.64436 5.33428 0.2 0.0 0.8
H 0.52599 3.02766 5.83496 0.0 0.2 -0.2
H 0.42296 4.49623 5.42962 0.0 -0.2 -0.3
O -1.71946 1.76714 7.46025 0.1 -0.2 -0.1
H -1.08943 1.04144 7.58425 0.0 0.3 0.1
H -1.18810 2.47299 7.06221 -0.3 -0.1 0.0
O -3.05969 -0.90570 -7.14455 -0.1 -0.5 -0.4
H -3.61776 -1.69036 -7.03578 0.1 0.3 0.0
H -2.74076 -0.96998 -8.05732 -0.1 0.1 0.3
O 4.43245 2.21636 -1.16002 0.2 -0.1 0.4
H 4.38433 2.61431 -0.27781 0.0 0.0 -0.3
H 5.16261 1.58298 -1.09160 0.0 0.3 -0.1
O 5.93557 -4.93788 3.92660 -0.4 -0.3 0.1
H 5.85907 -5.67573 4.55005 0.1 0.3 -0.1
H 5.23730 -5.10740 3.27647 0.3 0.1 0.2
O 6.28785 -5.66194 0.85850 -0.5 0.2 0.0
H 5.70032 -6.26541 1.33766 0.3 0.1 -0.2
H 5.70181 -4.94784 0.56591 0.2 -0.4 0.0
O 5.70466 -3.31121 -1.62328 -0.1 0.0 0.6
H 6.58808 -3.57998 -1.32952 -0.1 0.2 -0.2
H 5.22603 -3.13903 -0.79850 0.2 0.0 -0.3
O 8.68620 -3.62819 -2.98036 -0.5 -0.3 0.2
H 8.60969 -4.36604 -2.35690 0.2 0.1 -0.3
H 7.98793 -3.79771 -3.63049 0.3 0.1 0.1
O 2.96041 4.17614 -3.25749 0.3 0.1 0.2
H 3.54919 3.69159 -2.65956 -0.1 0.0 -0.1
H 3.44444 4.99284 -3.45164 -0.2 -0.1 0.0
O -5.06368 -0.83796 -3.21954 -0.5 -0.2 0.1
H -5.65121 -1.44143 -2.74039 0.2 0.2 -0.1
H -5.64971 -0.12386 -3.51214 0.2 -0.2 0.1
O 2.96596 7.29923 -2.77317 -0.4 -0.1 0.0
H 2.37842 6.69575 -2.29401 0.1 0.1 -0.1
H 2.37992 8.01333 -3.06576 0.3 -0.2 0.0
O -3.20925 0.49978 5.13475 -0.2 -0.5 0.3
H -3.25736 0.89772 6.01695 0.4 0.2 0.0
H -2.47908 -0.13361 5.20317 -0.3 0.3 0.0
O -2.22114 -3.61245 3.21781 0.4 -0.1 0.3
H -2.26926 -3.21450 4.10001 -0.1 -0.1 -0.3
H -1.49098 -4.24583 3.28623 -0.3 0.2 0.0
O 0.98404 -1.45131 -6.10793 0.5 0.0 0.1
H 1.43557 -1.17528 -5.29621 -0.2 -0.1 -0.2
H 1.70600 -1.61617 -6.73290 -0.3 0.1 0.1
O 2.03402 4.74275 3.71771 0.2 -0.1 -0.2
H 1.81048 4.07463 3.05241 -0.1 0.3 0.3
H 2.45661 5.44949 3.20691 -0.1 -0.1 0.0
O -4.44398 5.26307 -1.42382 -0.4 0.5 0.0
H -4.44209 5.90115 -0.69457 -0.1 -0.1 -0.3
H -4.34662 5.81264 -2.21596 0.0 0.0 0.3
O -6.01276 -0.59315 5.06723 -0.1 0.1 0.5
H -5.09945 -0.29025 5.18164 0.1 0.0 -0.3
H -6.48349 -0.20749 5.82132 0.1 -0.2 -0.3
O -2.06550 -5.12624 -4.40365 0.5 0.0 0.0
H -1.43547 -5.85195 -4.27965 -0.3 0.1 -0.2
H -1.53415 -4.42039 -4.80169 -0.2 -0.2 0.0
O 1.19159 0.92836 7.77799 0.5 0.1 -0.1
H 1.64312 1.20439 8.58971 -0.2 -0.1 -0.2
H 1.91354 0.76349 7.15302 -0.2 0.0 0.2
O -8.18792 -1.71525 3.35963 -0.1 -0.1 0.3
H -7.27306 -1.54350 3.62887 -0.2 0.1 0.1
H -8.68554 -1.68801 4.19067 0.2 0.0 -0.4
O 3.34042 5.68740 1.42017 0.5 -0.1 -0.3
H 3.97045 4.96169 1.54417 -0.2 0.3 0.1
H 3.87178 6.39325 1.02213 -0.2 -0.1 0.1
O 3.27421 5.79547 -6.47469 0.3 -0.1 0.4
H 3.22610 6.19342 -5.59248 0.0 -0.1 -0.3
H 4.00438 5.16209 -6.40626 -0.3 0.2 -0.1
O 6.62260 -1.90554 3.39345 -0.4 -0.1 -0.1
H 6.54609 -2.64339 4.01690 0.1 0.0 -0.2
H 5.92432 -2.07506 2.74332 0.3 0.0 0.3
O -2.63561 7.24256 -2.03612 0.6 0.3 0.1
H -2.04683 6.75802 -1.43819 -0.3 0.0 -0.2
H -2.15158 8.05927 -2.23026 -0.3 -0.2 0.0
```
Positions in Å, forces in eV/Å.

=====

No. 3
Entry from OMol25: 15 unconnected molecules or ions with the total composition C19H9Cl56FI (the ωB97M-V functional and the def2-TZVPD basis).

Computed properties:
**Molecular weight**: 2368.551 g mol⁻¹
**Total charge**: -1
**F_max**: 2.62 eV/A
**LUMO**: 0.923 eV
**Orbital gap**: 4.328 eV
**HOMO energy**: -3.40 eV

The geometry in XYZ format:
```
86
Properties=species:S:1:pos:R:3:forces:R:3
C 3.53148 -0.77283 -3.76689 0.0 0.7 1.4
C 3.03013 -2.18104 -3.02946 1.3 -0.2 -1.5
C 1.87044 -2.98267 -3.86552 -0.6 1.7 1.5
I 2.42365 -2.84168 -6.02269 0.0 -0.3 0.2
C 0.40502 -2.25200 -3.79341 -0.5 -0.2 -0.1
C 0.13463 -1.36127 -2.44404 -0.6 -0.2 -0.9
F -1.20123 -0.68645 -2.65018 2.1 -1.0 0.5
H 2.60807 -0.19645 -4.23974 2.0 -1.3 0.8
H 3.96853 -0.05629 -2.92049 -0.8 -1.3 -1.8
H 4.39911 -0.95213 -4.54282 -2.0 0.3 1.5
H 3.99403 -2.88502 -3.04565 -2.0 1.4 0.2
H 2.79109 -2.00745 -1.89092 0.1 -0.3 -2.2
H -0.40163 -3.13214 -3.78393 1.5 1.9 0.0
H 0.20180 -1.62538 -4.78684 0.2 -0.9 2.4
H -0.01413 -2.04294 -1.48922 0.4 1.6 -2.1
H 0.91104 -0.48984 -2.28542 -1.6 -1.8 -0.2
C -3.50120 1.15391 -5.40182 0.3 -0.2 0.1
Cl -3.79397 2.73009 -6.17934 0.0 -0.3 0.1
Cl -1.87718 0.56751 -5.84111 -0.5 0.2 0.1
Cl -3.60870 1.33535 -3.63259 0.0 0.0 -0.5
Cl -4.72512 -0.01729 -5.95420 0.2 0.3 0.1
C 0.77490 -1.34138 2.06005 -0.1 -0.1 -0.3
Cl -0.44955 -0.13321 1.59567 0.4 -0.4 -0.3
Cl 1.84582 -0.65284 3.30637 0.1 -0.2 -0.3
Cl -0.03575 -2.78982 2.70775 0.2 0.4 -0.2
Cl 1.73900 -1.78973 0.63026 -0.2 0.1 0.6
C 6.47486 0.64320 -1.04381 -0.3 -0.1 -0.2
Cl 7.65441 0.86861 0.27241 0.1 -0.2 -0.4
Cl 5.36839 -0.68985 -0.62789 0.4 0.4 0.0
Cl 5.53992 2.14346 -1.26682 0.2 -0.4 -0.1
Cl 7.33683 0.25067 -2.55303 -0.2 0.1 0.4
C 4.67486 3.56581 2.77873 0.1 0.0 0.1
Cl 5.24289 5.13420 3.40492 -0.2 -0.5 0.4
Cl 3.34081 3.83349 1.62854 0.3 -0.1 0.3
Cl 6.01628 2.73625 1.94983 -0.6 0.4 0.6
Cl 4.09958 2.55924 4.13176 0.1 0.2 -0.3
C -1.92514 1.33248 5.47040 0.1 -0.1 -0.1
Cl -1.35711 2.90086 6.09658 -0.1 -0.3 -0.1
Cl -3.25919 1.60016 4.32021 0.3 -0.1 0.3
Cl -0.58372 0.50292 4.64149 -0.6 0.5 0.8
Cl -2.50042 0.32591 6.82342 0.1 0.2 -0.3
C -2.52513 -6.10896 3.22408 0.0 0.1 -0.2
Cl -0.91770 -5.63728 3.83094 -0.6 -0.1 -0.1
Cl -3.60689 -4.69347 3.24548 0.3 -0.3 0.0
Cl -2.37527 -6.71679 1.55592 0.0 0.2 0.5
Cl -3.20059 -7.38849 4.26397 0.2 0.3 -0.2
C -7.02508 1.76274 2.30451 0.0 0.0 -0.1
Cl -7.31785 3.33892 1.52698 0.4 -0.5 0.0
Cl -5.40106 1.17634 1.86522 -0.5 0.1 0.1
Cl -7.13258 1.94418 4.07373 0.0 0.0 -0.4
Cl -8.24900 0.59154 1.75213 0.3 0.3 0.1
C 2.35102 -7.63174 5.23949 0.0 -0.1 -0.1
Cl 3.58624 -8.20550 4.09074 -0.3 0.2 0.3
Cl 2.78759 -8.14790 6.88790 -0.1 0.1 -0.3
Cl 2.26306 -5.85323 5.17774 0.0 -0.4 0.0
Cl 0.76710 -8.32028 4.80142 0.5 0.0 0.2
C 2.05104 -6.96209 -2.26591 -0.3 -0.3 -0.1
Cl 1.75826 -5.38591 -3.04343 0.6 1.0 -0.1
Cl 3.67506 -7.54849 -2.70520 -0.1 -0.1 0.1
Cl 1.94353 -6.78065 -0.49668 0.0 -0.2 0.0
Cl 0.82712 -8.13329 -2.81828 0.0 -0.2 0.2
C 6.55098 7.42314 0.08985 -0.1 -0.1 -0.1
Cl 7.73053 7.64855 1.40608 -0.3 0.0 -0.3
Cl 5.44451 6.09009 0.50578 0.4 0.7 -0.7
Cl 5.61604 8.92340 -0.13316 0.2 -0.3 0.1
Cl 7.41295 7.03061 -1.41936 -0.2 0.1 0.4
C -11.14898 4.95042 2.03532 0.0 -0.2 0.1
Cl -10.56328 6.62375 2.21282 0.4 -0.6 0.1
Cl -10.11515 3.85521 2.98715 -0.6 0.4 -0.1
Cl -12.82749 4.84320 2.62331 0.4 -0.2 0.0
Cl -11.09010 4.47959 0.31786 0.0 0.1 0.4
C 11.27248 5.83954 2.34975 -0.1 -0.1 -0.1
Cl 11.11722 6.84235 3.81428 0.0 -0.2 -0.3
Cl 9.78891 4.87816 2.12823 0.4 0.2 0.1
Cl 11.51554 6.89170 0.93254 -0.1 -0.2 0.3
Cl 12.66840 4.74598 2.52397 -0.3 0.3 0.0
C 0.77253 -7.97626 -6.94232 0.2 0.4 0.2
Cl 1.35823 -6.30293 -6.76482 -0.2 -0.5 0.0
Cl 1.80636 -9.07147 -5.99049 -0.2 0.2 -0.3
Cl -0.90598 -8.08348 -6.35433 0.3 0.0 -0.1
Cl 0.83141 -8.44708 -8.65978 0.0 0.0 0.2
C -14.52751 8.64227 1.01324 0.1 -0.1 -0.1
Cl -15.67038 7.83675 -0.09110 0.2 0.2 0.2
Cl -15.24967 8.75274 2.63822 0.2 0.0 -0.4
Cl -13.01800 7.69940 1.09698 -0.9 0.8 -0.2
Cl -14.17190 10.28022 0.40871 -0.1 -0.4 0.1
```
Positions in Å, forces in eV/Å.